Computed, not measured: C37H39N3O4SSiW as an isolated structure, with the ωB97M-V functional and the def2-TZVPD basis.

The total charge is +2. Its expectation value of S² is 2.02. As for the spin multiplicity: 3. As for the calculated total energy: -72189.0731 eV. As for the lowest unoccupied orbital energy (spin up / spin down): -6.5191 / -6.3689 eV.

Element x y z (Å)
1 W -0.66 0.73 -0.17
2 O 1.45 0.41 -0.63
3 C 2.23 -0.52 0.22
4 C 1.16 -1.09 1.17
5 O 1.27 -2.13 1.74
6 O 0.09 -0.27 1.33
7 C 2.81 -1.62 -0.65
8 C 2.16 -2.03 -1.81
9 C 2.68 -3.08 -2.55
10 C 3.83 -3.73 -2.14
11 C 4.47 -3.33 -0.97
12 C 3.96 -2.28 -0.23
13 C 3.26 0.30 0.98
14 C 4.21 1.00 0.24
15 C 5.12 1.83 0.88
16 C 5.10 1.94 2.27
17 C 4.18 1.21 3.01
18 C 3.25 0.39 2.37
19 H 2.04 0.95 -1.17
20 H 1.25 -1.54 -2.13
21 H 2.18 -3.38 -3.47
22 H 4.23 -4.54 -2.73
23 H 5.36 -3.84 -0.64
24 H 4.47 -1.97 0.68
25 H 4.26 0.87 -0.84
26 H 5.85 2.37 0.30
27 H 5.82 2.56 2.77
28 H 4.18 1.27 4.09
29 H 2.55 -0.18 2.96
30 C -2.17 1.23 2.88
31 Si -3.21 2.00 1.54
32 C -4.90 1.24 1.54
33 C -3.19 3.85 1.70
34 N -2.39 1.53 -0.02
35 C -2.85 1.92 -1.32
36 C -2.12 1.50 -2.44
37 C -2.48 1.90 -3.72
38 C -3.59 2.70 -3.90
39 C -4.33 3.10 -2.80
40 C -3.96 2.73 -1.52
41 H -2.67 1.43 3.83
42 H -1.17 1.66 2.95
43 H -2.07 0.15 2.78
44 H -5.40 1.48 2.48
45 H -4.84 0.15 1.48
46 H -5.55 1.58 0.73
47 H -3.52 4.11 2.71
48 H -3.84 4.37 1.00
49 H -2.18 4.24 1.59
50 H -1.27 0.81 -2.39
51 H -1.89 1.57 -4.57
52 H -3.89 3.00 -4.90
53 H -5.21 3.72 -2.93
54 H -4.54 3.07 -0.67
55 C 0.96 -7.18 -0.26
56 C 0.14 -5.93 -0.23
57 C -0.23 -5.29 -1.42
58 C -0.97 -4.12 -1.40
59 C -1.34 -3.58 -0.17
60 C -0.97 -4.19 1.03
61 C -0.24 -5.36 0.99
62 S -2.20 -2.07 -0.05
63 C -3.58 -2.26 -1.16
64 O -1.32 -1.04 -0.88
65 H 0.93 -7.65 -1.24
66 H 0.60 -7.90 0.48
67 H 2.00 -6.95 -0.02
68 H 0.06 -5.72 -2.37
69 H -1.23 -3.63 -2.33
70 H -1.24 -3.74 1.97
71 H 0.04 -5.84 1.91
72 H -3.22 -2.55 -2.14
73 H -4.10 -1.31 -1.19
74 H -4.22 -3.03 -0.74
75 N 2.14 7.59 1.45
76 C 1.72 6.55 1.19
77 C 1.19 5.26 0.88
78 C 1.46 4.16 1.70
79 C 0.94 2.94 1.35
80 N 0.17 2.76 0.26
81 C -0.09 3.81 -0.52
82 C 0.40 5.07 -0.25
83 H 2.07 4.27 2.58
84 H 1.13 2.07 1.96
85 H -0.72 3.64 -1.39
86 H 0.16 5.90 -0.91

Computed, not measured: C37H39N9O2Pb as an isolated structure, with the ωB97M-V functional and the def2-TZVPD basis.

The total charge is -2. As for the calculated total energy: -61752.1203 eV. As for the lowest unoccupied orbital energy: 4.4207 eV.

Element x y z (Å)
1 Pb -0.24 0.40 -0.62
2 C 2.45 -1.00 2.68
3 C 3.18 -1.57 1.46
4 C 2.55 -1.32 0.09
5 N 1.12 -1.55 0.09
6 C 0.61 -2.73 0.16
7 C 1.38 -3.94 0.02
8 C 1.13 -5.23 0.40
9 C 0.01 -5.77 1.06
10 C -1.15 -5.08 1.32
11 C -1.56 -3.80 0.96
12 C -0.90 -2.76 0.26
13 N -1.50 -1.71 -0.25
14 C -2.94 -1.65 -0.22
15 C -3.56 -1.05 1.05
16 C -3.43 0.47 1.21
17 N -2.10 0.93 1.53
18 C -1.73 1.07 2.76
19 C -2.54 0.70 3.90
20 C -2.51 1.12 5.21
21 C -1.67 2.02 5.87
22 C -0.54 2.60 5.29
23 C 0.06 2.39 4.07
24 C -0.30 1.55 2.95
25 N 0.52 1.20 2.02
26 C 1.93 1.47 2.10
27 C 2.67 0.48 3.01
28 H 2.77 -1.57 3.56
29 H 1.38 -1.18 2.58
30 H 3.25 -2.65 1.60
31 H 4.21 -1.19 1.44
32 H 3.07 -1.93 -0.67
33 H 2.71 -0.29 -0.24
34 H 2.34 -3.78 -0.45
35 H 1.93 -5.93 0.18
36 H 0.07 -6.81 1.38
37 H -1.91 -5.63 1.88
38 H -2.57 -3.56 1.28
39 H -3.37 -2.65 -0.37
40 H -3.27 -1.04 -1.08
41 H -3.14 -1.55 1.93
42 H -4.63 -1.28 1.03
43 H -4.17 0.83 1.94
44 H -3.70 0.92 0.24
45 H -3.34 0.00 3.67
46 H -3.30 0.69 5.83
47 H -1.90 2.26 6.90
48 H -0.01 3.31 5.92
49 H 0.99 2.93 3.92
50 H 2.17 2.50 2.42
51 H 2.34 1.39 1.08
52 H 2.33 0.66 4.03
53 H 3.74 0.71 2.98
54 N -3.44 1.72 -4.24
55 C -2.84 0.78 -3.48
56 N -2.10 1.37 -2.57
57 C -2.26 2.69 -2.83
58 N -3.07 2.96 -3.84
59 C -1.55 3.76 -2.11
60 C -1.85 5.10 -2.33
61 N -1.18 6.07 -1.73
62 C -0.20 5.69 -0.90
63 C 0.10 4.36 -0.67
64 N -0.58 3.40 -1.28
65 H -4.00 1.59 -5.06
66 H -2.91 -0.28 -3.65
67 H -2.65 5.38 -3.01
68 H 0.36 6.47 -0.40
69 H 0.88 4.05 0.01
70 C 0.81 -0.06 -2.78
71 C 2.05 0.44 -3.05
72 C 2.64 1.54 -2.29
73 C 3.90 2.03 -2.52
74 C 4.74 1.51 -3.52
75 C 4.20 0.47 -4.29
76 C 2.94 -0.04 -4.09
77 H 2.03 2.01 -1.52
78 H 4.26 2.85 -1.90
79 H 5.73 1.91 -3.70
80 H 4.80 0.04 -5.09
81 H 2.59 -0.86 -4.71
82 C -0.36 -3.46 -3.26
83 O 0.50 -2.39 -2.93
84 C 0.12 -1.13 -3.41
85 O -0.82 -1.11 -4.22
86 H -0.01 -4.32 -2.68
87 H -0.34 -3.70 -4.33
88 H -1.40 -3.24 -2.98

Computed, not measured: C37H40BrN2O3Zr as an isolated structure, with the ωB97M-V functional and the def2-TZVPD basis.

The total charge is -1. As for the calculated total energy: -119467.7592 eV. As for the lowest unoccupied orbital energy: 2.3289 eV.

Element x y z (Å)
1 Zr -0.06 2.39 0.26
2 C -2.64 -5.16 -1.57
3 C -3.63 -4.01 -1.32
4 C -4.44 -4.35 -0.07
5 C -4.59 -3.92 -2.51
6 C -2.87 -2.70 -1.17
7 C -2.93 -1.91 -0.02
8 C -2.24 -0.72 0.02
9 Br -2.40 0.35 1.59
10 C -1.47 -0.22 -1.03
11 O -0.93 0.98 -0.96
12 C -1.34 -1.05 -2.17
13 C -2.07 -2.23 -2.20
14 C -0.50 -0.67 -3.41
15 C -1.41 0.05 -4.41
16 C 0.69 0.25 -3.10
17 C 0.10 -1.93 -4.07
18 H -3.17 -6.11 -1.68
19 H -1.94 -5.25 -0.73
20 H -2.05 -4.99 -2.47
21 H -4.97 -5.30 -0.22
22 H -5.19 -3.58 0.14
23 H -3.80 -4.46 0.81
24 H -5.14 -4.85 -2.64
25 H -4.06 -3.70 -3.44
26 H -5.32 -3.11 -2.35
27 H -3.52 -2.20 0.84
28 H -2.01 -2.84 -3.10
29 H -1.82 0.96 -3.97
30 H -2.25 -0.59 -4.71
31 H -0.85 0.32 -5.31
32 H 0.38 1.24 -2.78
33 H 1.29 0.35 -4.01
34 H 1.33 -0.17 -2.32
35 H -0.66 -2.60 -4.47
36 H 0.70 -2.48 -3.35
37 H 0.74 -1.62 -4.90
38 C 1.04 3.80 -0.95
39 C -0.42 4.07 -1.15
40 C -1.14 4.86 -0.04
41 C -2.43 5.46 -0.54
42 C -2.95 5.22 -1.74
43 C -2.26 4.41 -2.74
44 C -1.04 3.91 -2.43
45 H 1.62 4.58 -0.43
46 H 1.57 3.47 -1.84
47 H -0.48 5.65 0.34
48 H -2.96 6.10 0.17
49 H -3.91 5.66 -2.01
50 H -2.71 4.23 -3.71
51 H -0.48 3.36 -3.18
52 C -1.42 3.87 1.15
53 H -1.28 4.28 2.15
54 H -2.45 3.50 1.07
55 O 2.68 4.30 3.22
56 C 2.59 3.15 2.86
57 N 3.47 2.14 3.27
58 C 2.97 0.83 2.86
59 C 1.82 1.30 1.97
60 O 1.12 0.53 1.26
61 N 1.63 2.60 2.01
62 C 3.96 0.03 2.02
63 C 3.64 -1.27 1.65
64 C 4.50 -2.00 0.85
65 C 5.69 -1.44 0.41
66 C 6.01 -0.14 0.77
67 C 5.15 0.59 1.58
68 C 2.47 0.03 4.06
69 C 1.12 -0.14 4.33
70 C 0.71 -0.84 5.46
71 C 1.65 -1.36 6.34
72 C 3.01 -1.19 6.07
73 C 3.41 -0.51 4.94
74 H 3.90 2.26 4.17
75 H 2.70 -1.71 1.98
76 H 4.24 -3.01 0.56
77 H 6.36 -2.01 -0.22
78 H 6.93 0.31 0.43
79 H 5.38 1.61 1.85
80 H 0.37 0.24 3.65
81 H -0.34 -0.97 5.66
82 H 1.34 -1.90 7.22
83 H 3.75 -1.60 6.74
84 H 4.46 -0.40 4.71

Computed, not measured: C37H40FeN3OP2 as an isolated structure, with the ωB97M-V functional and the def2-TZVPD basis.

The total charge is +2. Its expectation value of S² is 8.76. As for the spin multiplicity: 6. As for the calculated total energy: -98486.1308 eV. As for the lowest unoccupied orbital energy (spin up / spin down): -4.6474 / -6.9429 eV.

Element x y z (Å)
1 Fe 1.57 -1.12 0.80
2 C -0.91 0.66 -1.43
3 N -1.74 1.20 -0.38
4 C -1.42 0.96 1.00
5 P 0.39 1.07 1.34
6 C 0.47 1.42 3.12
7 C -0.35 0.71 4.00
8 C -0.22 0.89 5.37
9 C 0.74 1.78 5.86
10 C 1.55 2.48 4.99
11 C 1.42 2.30 3.62
12 C 0.94 2.57 0.50
13 C 0.28 3.78 0.73
14 C 0.71 4.93 0.09
15 C 1.80 4.88 -0.77
16 C 2.46 3.68 -1.01
17 C 2.02 2.53 -0.37
18 C -2.85 2.00 -0.72
19 C -3.99 1.98 0.07
20 C -5.08 2.78 -0.26
21 C -5.04 3.59 -1.39
22 C -3.91 3.60 -2.18
23 C -2.81 2.82 -1.85
24 P -0.29 -1.05 -1.07
25 C 0.04 -1.68 -2.73
26 C 0.91 -0.97 -3.57
27 C 1.24 -1.48 -4.82
28 C 0.73 -2.70 -5.23
29 C -0.13 -3.41 -4.40
30 C -0.47 -2.91 -3.16
31 C -1.75 -1.95 -0.51
32 C -3.00 -1.69 -1.05
33 C -4.11 -2.39 -0.61
34 C -3.97 -3.36 0.38
35 C -2.72 -3.63 0.92
36 C -1.61 -2.92 0.48
37 H -0.02 1.28 -1.63
38 H -1.48 0.60 -2.35
39 H -1.74 -0.03 1.34
40 H -1.91 1.70 1.63
41 H -1.10 0.02 3.63
42 H -0.86 0.35 6.05
43 H 0.84 1.91 6.93
44 H 2.28 3.18 5.37
45 H 2.05 2.87 2.94
46 H -0.57 3.82 1.40
47 H 0.21 5.87 0.27
48 H 2.13 5.79 -1.27
49 H 3.30 3.65 -1.68
50 H 2.52 1.58 -0.57
51 H -4.05 1.33 0.93
52 H -5.97 2.75 0.36
53 H -5.90 4.20 -1.65
54 H -3.86 4.24 -3.05
55 H -1.91 2.87 -2.46
56 H 1.32 -0.02 -3.26
57 H 1.91 -0.92 -5.46
58 H 0.99 -3.09 -6.20
59 H -0.54 -4.36 -4.73
60 H -1.17 -3.45 -2.53
61 H -3.12 -0.94 -1.83
62 H -5.08 -2.18 -1.03
63 H -4.84 -3.91 0.72
64 H -2.61 -4.39 1.69
65 H -0.64 -3.14 0.91
66 N 2.06 -3.57 -1.16
67 C 2.89 -4.60 -1.28
68 C 3.95 -4.39 -0.42
69 C 3.66 -3.18 0.19
70 N 2.51 -2.67 -0.27
71 H 1.22 -3.39 -1.70
72 H 2.68 -5.41 -1.97
73 H 4.80 -5.03 -0.26
74 H 4.22 -2.65 0.95
75 C 4.59 0.06 0.41
76 O 3.41 -0.25 1.21
77 H 5.48 -0.32 0.91
78 H 4.67 1.14 0.27
79 H 4.46 -0.44 -0.55
80 H 3.54 0.07 2.11
81 C 1.21 -1.99 2.62
82 H 1.61 -3.00 2.52
83 H 0.16 -1.98 2.86
84 H 1.79 -1.38 3.32

Computed, not measured: C37H40GeN3RuS2Si as an isolated structure in a non-equilibrium geometry, with the ωB97M-V functional and the def2-TZVPD basis.

The total charge is +1. Its expectation value of S² is 6.01. As for the spin multiplicity: 5. As for the calculated total energy: -132127.4477 eV. As for the lowest unoccupied orbital energy (spin up / spin down): -2.3300 / -2.7726 eV.

Element x y z (Å)
1 Ru 3.18 -13.62 -13.59
2 C 2.92 -18.91 -13.30
3 N 2.68 -17.86 -12.28
4 C 2.55 -18.09 -10.91
5 C 2.16 -16.94 -10.35
6 N 2.07 -15.98 -11.38
7 C 2.43 -16.57 -12.58
8 S 2.44 -16.04 -14.17
9 C 1.38 -14.75 -11.20
10 C 0.30 -14.82 -10.35
11 C -0.46 -13.67 -10.03
12 C -0.04 -12.50 -10.65
13 C 0.97 -12.54 -11.58
14 N 1.68 -13.65 -11.79
15 H 3.68 -19.58 -12.94
16 H 3.15 -18.46 -14.25
17 H 1.96 -19.46 -13.44
18 H 2.92 -19.02 -10.54
19 H 1.99 -16.67 -9.33
20 H 0.10 -15.80 -9.91
21 H -1.26 -13.75 -9.30
22 H -0.58 -11.63 -10.42
23 H 1.30 -11.68 -12.15
24 S 2.46 -11.34 -15.00
25 C 2.46 -11.91 -16.75
26 C 2.06 -11.13 -17.84
27 C 1.96 -11.79 -19.08
28 C 2.20 -13.13 -19.24
29 C 2.61 -13.89 -18.15
30 C 2.67 -13.29 -16.91
31 H 1.83 -10.02 -17.77
32 H 1.75 -11.09 -19.92
33 H 2.14 -13.60 -20.20
34 H 2.78 -14.94 -18.26
35 H 2.86 -13.89 -15.99
36 C 3.44 -5.43 -16.44
37 C 4.68 -6.06 -16.61
38 C 4.82 -7.40 -16.31
39 C 3.71 -8.09 -15.72
40 C 2.46 -7.50 -15.78
41 C 2.31 -6.17 -16.08
42 Ge 4.18 -9.69 -14.77
43 C 3.71 -9.48 -12.88
44 C 2.53 -8.86 -12.47
45 C 2.27 -8.61 -11.16
46 C 3.14 -8.95 -10.16
47 C 4.40 -9.43 -10.54
48 C 4.66 -9.74 -11.90
49 C 5.96 -10.24 -15.23
50 C 7.06 -9.54 -14.82
51 C 8.34 -9.81 -15.32
52 C 8.48 -10.99 -16.07
53 C 7.39 -11.73 -16.40
54 C 6.11 -11.33 -16.09
55 H 3.41 -4.35 -16.64
56 H 5.48 -5.53 -17.07
57 H 5.78 -7.96 -16.42
58 H 1.54 -8.05 -15.53
59 H 1.31 -5.78 -16.11
60 H 1.91 -8.46 -13.21
61 H 1.35 -8.12 -10.85
62 H 2.88 -8.81 -9.08
63 H 5.21 -9.60 -9.82
64 H 5.66 -10.14 -12.23
65 H 6.91 -8.70 -14.20
66 H 9.21 -9.16 -15.00
67 H 9.49 -11.36 -16.31
68 H 7.43 -12.70 -16.85
69 H 5.29 -11.93 -16.41
70 C 6.19 -16.84 -12.33
71 Si 6.14 -15.34 -13.48
72 C 5.75 -15.90 -15.21
73 C 7.87 -14.57 -13.33
74 C 4.99 -14.16 -12.60
75 H 7.01 -17.52 -12.57
76 H 5.32 -17.48 -12.44
77 H 6.37 -16.60 -11.29
78 H 6.04 -16.91 -15.48
79 H 6.44 -15.30 -15.89
80 H 4.74 -15.68 -15.51
81 H 8.57 -15.26 -13.79
82 H 8.16 -14.52 -12.25
83 H 7.98 -13.60 -13.86
84 H 5.49 -13.19 -12.51
85 H 4.78 -14.67 -11.68

What is the formula in the third record?
C37H40BrN2O3Zr